[1]
Formula: C5H13N2O
Source: the OMol25 dataset
Level of theory: ωB97M-V/def2-TZVPD

Geometry as XYZ:
```
21
C5H13N2O ωB97M-V/def2-TZVPD
C 0.9965 0.9094 -0.4400
N 0.2839 0.1692 -1.4625
C -0.9667 0.8440 -1.8266
C -2.1638 0.7828 -0.7833
O -1.9128 -0.2705 0.0659
C 1.6196 0.0892 0.7314
N 0.5283 -0.4509 1.6165
C 0.6840 -1.9043 1.8684
H 0.3989 1.6908 0.0645
H 1.7798 1.5753 -0.9233
H -0.0606 -0.6724 -0.9926
H -1.4829 0.2227 -2.6093
H -0.6975 1.7559 -2.3406
H -2.3917 1.6970 -0.2322
H -3.0700 0.4864 -1.3639
H 2.1859 0.8063 1.3546
H 2.1626 -0.7694 0.3345
H -0.3853 -0.2925 1.1044
H 0.6449 -1.9298 2.9718
H 1.7329 -2.1812 1.6368
H 0.1142 -2.5580 1.2256
```

Summary:
Net charge = -1
Gap between HOMO and LUMO = 7.067 eV
Structure (SMILES) = CNCCNCC[O-]
HOMO energy = -2.89 eV
Total energy = -10421.98490 eV
Energy above the lowest of the compared OMol25 structures with the same formula, charge and spin = 39.5 kcal/mol

***

[2]
Formula: C33H46P2SiW
Source: the OMol25 dataset
Level of theory: ωB97M-V/def2-TZVPD

Geometry as XYZ:
```
83
C33H46P2SiW ωB97M-V/def2-TZVPD
P -2.0862 2.0950 -1.5285
P 2.0730 -0.4297 1.2063
C -0.2932 2.0557 -1.6166
C 2.0004 0.2431 -0.4781
H 0.3473 2.9459 -1.3384
H 0.3185 1.6516 -2.7784
H 2.7963 -0.3336 -0.9128
H 2.3366 1.2613 -0.4047
C 2.9627 0.7628 2.2293
H 3.0930 0.3556 3.2650
H 2.4089 1.7173 2.3363
H 3.9872 1.0042 1.8440
C 3.2929 -1.7768 1.0375
H 4.2705 -1.4148 0.6330
H 2.9019 -2.5522 0.3569
H 3.4916 -2.2513 2.0174
C -2.7416 3.7632 -1.4754
H -3.5792 3.8242 -0.7930
H -3.0789 4.0779 -2.4532
H -2.0046 4.4834 -1.1510
C -2.9810 1.0650 -2.7399
H -2.3489 0.3617 -3.3086
H -3.5737 1.6938 -3.4083
H -3.7237 0.4076 -2.1851
W 0.5734 0.2312 -1.9380
C 1.8389 0.1458 -3.5450
C 2.6347 1.1042 -2.8181
C 2.6852 2.5295 -3.2304
C 1.7767 2.9636 -4.4173
C 0.3544 2.4781 -4.3238
C -0.2248 1.2871 -4.7437
C 0.4735 0.2602 -5.5608
C 1.8878 0.0379 -5.0534
C -2.1510 0.7927 -0.2901
H 1.6723 -0.9080 -3.0426
H 3.5660 0.7796 -2.3201
H 3.7058 2.8634 -3.4987
H 2.4517 3.1277 -2.3375
H 1.7416 4.0749 -4.3954
H 2.2271 2.6902 -5.3896
H -0.2950 3.1930 -3.7899
H -1.3122 1.2077 -4.6812
H 0.4859 0.5402 -6.6307
H -0.1013 -0.6706 -5.4879
H 2.2580 -0.9594 -5.3926
H 2.5806 0.7657 -5.5146
H -1.4048 0.0020 -0.6164
H -3.0986 0.2674 -0.2817
H -1.9079 1.2090 0.6707
C 2.4466 -3.1249 4.6593
C 1.7615 -3.8665 3.6957
C 0.8477 -3.2405 2.8534
C 0.6108 -1.8756 3.0189
C 1.1568 -1.1709 4.0965
C 2.1255 -1.7863 4.8617
Si -0.2471 -0.9533 1.6560
C -1.5346 -2.3672 1.2948
C -1.8300 -2.7498 -0.0067
C -2.9667 -3.5188 -0.2744
C -3.6786 -4.1360 0.7518
C -3.2443 -3.9651 2.0601
C -2.1932 -3.0791 2.3351
C -1.1895 0.2735 2.7453
C -2.2368 -0.2030 3.5269
C -2.7056 0.4948 4.6319
C -2.2212 1.7661 4.9132
C -1.2283 2.2984 4.0916
C -0.7458 1.6012 2.9747
H 3.2316 -3.6077 5.2495
H 1.9373 -4.9358 3.5666
H 0.3473 -3.8157 2.0609
H 0.8417 -0.1519 4.2960
H 2.6442 -1.2159 5.6163
H -1.1824 -2.4443 -0.8297
H -3.2825 -3.6619 -1.3171
H -4.5512 -4.7378 0.5522
H -3.7082 -4.4840 2.8943
H -1.8834 -2.9479 3.3844
H -2.7074 -1.1467 3.2921
H -3.4576 0.0367 5.2578
H -2.6122 2.3319 5.7540
H -0.8084 3.2826 4.3189
H -0.0237 2.0777 2.2929
```

Summary:
Net charge = +2
<S²> = 2.0967
2S+1 = 3
Gap between HOMO and LUMO (alpha / beta) = 5.839 / 6.006 eV
HOMO energy (alpha / beta) = -12.43 / -12.82 eV
Total energy = -63223.17325 eV
Energy above the lowest of the compared OMol25 structures with the same formula, charge and spin = 101.8 kcal/mol

***

[3]
Formula: C2H11N2O2
Source: the OMol25 dataset
Level of theory: ωB97M-V/def2-TZVPD

Geometry as XYZ:
```
17
C2H11N2O2 ωB97M-V/def2-TZVPD
C -1.0101 0.2549 -0.5284
C -0.3604 1.2715 0.0076
N -0.0402 1.1125 1.4424
N -1.2227 -0.0161 -1.8862
H -1.2523 -0.6039 0.1312
H -0.5310 2.2766 -0.3439
H -0.5703 1.7465 2.0510
H -0.2731 0.1493 1.6895
H 0.9496 1.3238 1.6335
H -2.2068 0.0123 -2.1212
H -0.7932 -0.8787 -2.2019
H 3.7798 1.1968 1.1530
H 3.0883 0.8691 2.4537
O 2.9959 1.4259 1.6678
H -0.4707 -3.5306 -1.0468
H -1.4772 -3.4639 -2.1820
O -0.6056 -3.1462 -1.9193
```

Summary:
Net charge = +1
Gap between HOMO and LUMO = 10.060 eV
HOMO energy = -13.43 eV
Total energy = -9319.98932 eV
Energy above the lowest of the compared OMol25 structures with the same formula, charge and spin = 53.4 kcal/mol

***

[4]
Formula: H22HfO12
Source: the OMol25 dataset
Level of theory: ωB97M-V/def2-TZVPD

Geometry as XYZ:
```
35
H22HfO12 ωB97M-V/def2-TZVPD
Hf 1.1525 -1.9102 -0.0785
O 0.1367 -0.2504 0.0405
H -0.4923 0.3669 -0.3775
O 1.2478 -1.8864 1.8731
H 1.1072 -1.6063 2.8016
O -0.1971 0.6201 -2.9765
H -0.9231 1.0224 -2.4796
H 0.2790 1.3013 -3.4427
O -0.9599 2.6309 1.2835
H -1.4559 1.8596 1.5704
H -1.6378 3.3320 1.1519
O -1.9358 1.8285 -1.1294
H -2.3087 2.5730 -1.5817
H -1.3846 2.1734 -0.3541
O -2.8950 -1.9674 0.3108
H -3.3497 -2.5212 0.9305
H -2.6810 -1.2129 0.8732
O 1.0003 -1.6738 -2.1358
H 0.4180 -0.8944 -2.4012
H 1.8028 -1.4186 -2.5934
O -1.7519 -0.2961 2.0596
H -1.3786 -0.7094 2.8349
H -1.0601 -0.0123 1.4494
O 2.1396 1.1935 1.3493
H 1.1999 1.2753 1.5540
H 2.5411 1.8945 1.9060
O 2.8965 -0.7662 -0.2416
H 3.0044 -0.0433 0.4487
H 3.8253 -1.0961 -0.3677
O 1.6586 2.0083 -1.1648
H 0.8285 1.5498 -1.3696
H 1.7925 2.0836 -0.1984
O -0.5808 -2.9674 -0.1035
H -0.5072 -3.7823 0.4853
H -1.5314 -2.6983 0.0734
```

Summary:
Net charge = +2
Gap between HOMO and LUMO = 8.893 eV
HOMO energy = -16.90 eV
Total energy = -26222.62236 eV
Energy above the lowest of the compared OMol25 structures with the same formula, charge and spin = 0.0 kcal/mol